#a
14
Properties=species:S:1:pos:R:3 method="wB97M-V/def2-TZVPD" homo_energy_ev=-8.7 gap_ev=9.704 total_charge=0 smiles="CC1=CC1.P"
C 0.6361 -0.8187 -1.4766
C -0.6559 -0.5925 -0.7380
C -1.5470 0.4173 -0.7984
C -1.5389 -0.6036 0.3357
H 0.7716 -0.0053 -2.1009
H 0.5866 -1.7147 -2.0908
H 1.5358 -0.9065 -0.7934
H -1.7134 1.4114 -1.1043
H -1.0464 -0.3829 1.3221
H -2.4202 -1.2408 0.5115
P 1.5597 1.6056 1.9705
H 0.2425 1.1398 1.8868
H 1.6224 1.3057 0.6298
H 1.9671 0.3852 2.4460


#b
14
Properties=species:S:1:pos:R:3 method="wB97M-V/def2-TZVPD" homo_energy_ev=-7.8 gap_ev=7.986 total_charge=0 smiles="CP=C(C)C"
C -0.1824 -0.5399 2.1961
P -1.2644 0.4131 1.0382
C -0.1764 0.3561 -0.5445
C -0.7522 1.0845 -1.7318
C 0.8972 -0.6607 -0.4942
H -0.3356 -0.1849 3.1394
H -0.3172 -1.5525 2.1817
H 0.8580 -0.4659 2.0330
H -0.6188 0.6880 -2.7201
H -0.0477 2.0467 -1.9258
H -1.6819 1.4069 -1.6147
H 1.5670 -0.4572 -1.4174
H 0.6107 -1.6734 -0.5861
H 1.4436 -0.4607 0.4462


#c
14
Properties=species:S:1:pos:R:3 method="wB97M-V/def2-TZVPD" homo_energy_ev=-8.8 gap_ev=10.062 total_charge=0 smiles=C[C@@H]1CP1C
C 0.2551 -2.0510 -0.5462
C 0.3546 -0.5195 -0.3317
C 1.1516 0.3808 0.6419
P -0.5816 0.2276 1.2344
C -1.3298 1.7036 0.2780
H 0.2467 -2.4741 0.4212
H 1.2045 -2.2585 -1.0679
H -0.5631 -2.3710 -1.1176
H 0.0534 0.0067 -1.1581
H 2.0866 0.0042 1.1035
H 1.5332 1.3626 0.1949
H -2.3602 1.5726 0.1563
H -0.8588 1.7950 -0.6242
H -1.1921 2.6209 0.8155


Most stable structure among those shown: #c. Next: +27.0 kcal/mol.